*1*
This record from the Open Molecules 2025 dataset describes a 2-piece molecular cluster, C5H12N3 overall. The level of theory is ωB97M-V/def2-TZVPD.

Summary:
⟨S²⟩: 2.013
Gap between HOMO and LUMO (spin up / spin down) (Ha): 0.276 / 0.264
2S+1: 3
Charge: +1

Geometry (Å):
C: 2.086 0.460 -1.282
C: 0.980 1.128 -2.036
C: 2.384 0.607 0.013
C: -1.319 -0.581 1.046
C: -0.975 -1.842 0.274
N: -1.073 0.613 0.699
N: -1.918 -0.781 2.262
N: -0.122 1.558 -1.539
H: 2.907 -0.119 -1.956
H: 1.409 1.455 -2.965
H: 3.335 0.253 0.361
H: 1.862 1.238 0.692
H: -1.529 -2.786 0.762
H: 0.146 -2.143 0.498
H: -1.051 -1.835 -0.909
H: -1.277 1.385 1.252
H: -2.559 -1.532 2.296
H: -1.839 -0.019 2.981
H: -0.636 0.992 -0.288
H: -0.813 1.949 -2.160

Here are the natural (NBO) charges for atoms 1 to 8, given in e: -0.050 -0.015 -0.275 0.552 -0.723 -0.719 -0.783 -0.669



*2*
This record from the Open Molecules 2025 dataset describes an isolated ion of composition C5H12N3 and charge +1. The level of theory is ωB97M-V/def2-TZVPD.

Summary:
⟨S²⟩: 2.007
Gap between HOMO and LUMO (spin up / spin down) (Ha): 0.197 / 0.290
2S+1: 3
Charge: +1

Geometry (Å):
C: -1.358 1.642 -0.446
C: -1.250 -0.491 0.057
C: 0.208 0.157 0.101
C: -1.784 -1.061 1.435
C: 2.503 -0.125 -0.713
N: -2.065 0.588 -0.386
N: -0.031 1.500 -0.124
N: 1.162 -0.468 -1.016
H: -1.875 2.598 -0.755
H: -1.108 -1.305 -0.510
H: 0.745 0.028 1.188
H: -1.494 -0.437 2.305
H: -1.763 -2.086 1.798
H: -2.841 -0.968 1.336
H: 2.635 1.036 -0.807
H: 2.804 -0.454 0.307
H: 3.245 -0.506 -1.465
H: 0.456 2.247 0.438
H: 1.019 -1.585 -0.805
H: 0.791 -0.310 -1.938

Here are the natural (NBO) charges for atoms 1 to 8, given in e: -0.017 -0.130 0.097 -0.637 -0.457 -0.221 -0.555 -0.541



Which one sits at the bottom of the stability order? *2* does.



*1*
This record from the Open Molecules 2025 dataset describes a single C22H26ClN3O3 molecule. The level of theory is ωB97M-V/def2-TZVPD.

Summary:
Gap between HOMO and LUMO (Ha): 0.347
SMILES string: COc1ccc(N(C(=O)CCl)[C@H](C(=O)NC2CCCCC2)c2cccnc2)cc1

Geometry (Å):
C: -4.501 -3.126 2.120
O: -4.487 -2.457 0.881
C: -3.344 -1.847 0.482
C: -3.410 -1.176 -0.742
C: -2.310 -0.510 -1.235
C: -1.119 -0.510 -0.516
N: 0.006 0.220 -0.994
C: 0.895 -0.272 -1.872
O: 1.904 0.335 -2.202
C: 0.582 -1.639 -2.455
Cl: 0.831 -2.900 -1.218
C: 0.207 1.574 -0.455
C: 1.103 1.483 0.807
O: 0.700 1.623 1.943
N: 2.374 1.223 0.480
C: 3.408 0.983 1.469
C: 4.780 1.248 0.850
C: 5.138 0.203 -0.205
C: 5.066 -1.203 0.382
C: 3.671 -1.471 0.938
C: 3.327 -0.448 2.015
C: -1.120 2.246 -0.240
C: -1.921 2.011 0.873
C: -3.152 2.640 0.955
C: -3.546 3.468 -0.084
N: -2.791 3.703 -1.144
C: -1.613 3.113 -1.212
C: -1.047 -1.174 0.698
C: -2.150 -1.841 1.198
H: -4.286 -2.442 2.947
H: -5.512 -3.517 2.231
H: -3.789 -3.956 2.137
H: -4.342 -1.185 -1.283
H: -2.370 0.023 -2.172
H: -0.451 -1.714 -2.791
H: 1.276 -1.840 -3.270
H: 0.770 2.123 -1.221
H: 2.608 1.050 -0.491
H: 3.220 1.684 2.293
H: 4.792 2.247 0.409
H: 5.525 1.224 1.648
H: 4.456 0.272 -1.056
H: 6.145 0.400 -0.579
H: 5.307 -1.939 -0.387
H: 5.801 -1.302 1.185
H: 2.942 -1.415 0.127
H: 3.621 -2.478 1.357
H: 4.027 -0.542 2.847
H: 2.321 -0.620 2.404
H: -1.580 1.365 1.665
H: -3.794 2.482 1.808
H: -4.504 3.969 -0.073
H: -1.030 3.340 -2.097
H: -0.125 -1.163 1.259
H: -2.066 -2.348 2.145

Here are the natural (NBO) charges for atoms 1 to 8, given in e: -0.254 -0.488 0.324 -0.257 -0.190 0.071 -0.444 0.682



*2*
This record from the Open Molecules 2025 dataset describes a single C22H26ClN3O3 molecule. The level of theory is ωB97M-V/def2-TZVPD.

Summary:
Gap between HOMO and LUMO (Ha): 0.321
SMILES string: CCOC(=O)N1CCC(NC(=O)c2ccc3c(Cl)c4c(nc3c2)CCCC4)CC1

Geometry (Å):
C: 6.366 3.909 0.524
C: 6.934 2.688 1.235
O: 6.059 1.566 1.137
C: 6.140 0.858 -0.016
O: 6.894 1.119 -0.924
N: 5.285 -0.188 -0.012
C: 4.353 -0.420 1.074
C: 3.772 -1.824 0.963
C: 2.999 -2.020 -0.352
N: 1.616 -1.627 -0.202
C: 0.584 -2.487 -0.365
O: 0.741 -3.664 -0.626
C: -0.771 -1.883 -0.180
C: -1.796 -2.730 0.288
C: -3.065 -2.262 0.475
C: -3.376 -0.918 0.193
C: -4.653 -0.334 0.348
Cl: -5.960 -1.315 0.923
C: -4.877 0.990 0.047
C: -3.774 1.735 -0.447
N: -2.582 1.226 -0.610
C: -2.354 -0.062 -0.302
C: -1.054 -0.573 -0.481
C: -3.922 3.187 -0.798
C: -5.373 3.583 -1.039
C: -6.217 3.123 0.142
C: -6.239 1.600 0.199
C: 3.661 -1.224 -1.492
C: 5.140 -0.997 -1.206
H: 6.287 3.708 -0.541
H: 5.381 4.149 0.916
H: 7.027 4.758 0.675
H: 7.039 2.869 2.307
H: 7.905 2.421 0.804
H: 3.551 0.331 1.049
H: 4.883 -0.301 2.022
H: 4.585 -2.548 1.018
H: 3.104 -2.011 1.805
H: 2.968 -3.086 -0.596
H: 1.428 -0.672 0.058
H: -1.545 -3.760 0.489
H: -3.843 -2.916 0.838
H: -0.318 0.103 -0.891
H: -3.299 3.394 -1.669
H: -3.516 3.773 0.032
H: -5.443 4.665 -1.163
H: -5.739 3.114 -1.955
H: -7.238 3.497 0.056
H: -5.790 3.521 1.066
H: -6.681 1.263 1.140
H: -6.873 1.214 -0.607
H: 3.541 -1.749 -2.439
H: 3.171 -0.252 -1.585
H: 5.624 -0.457 -2.023
H: 5.654 -1.956 -1.079

Here are the natural (NBO) charges for atoms 1 to 8, given in e: -0.635 -0.067 -0.528 0.894 -0.665 -0.454 -0.210 -0.423



Which one sits at the bottom of the stability order? *1* does.



*1*
This record from the Open Molecules 2025 dataset describes C2H9NO4 as an isolated structure. The level of theory is ωB97M-V/def2-TZVPD.

Summary:
Gap between HOMO and LUMO (Ha): 0.382

Geometry (Å):
H: -0.557 -0.230 -0.773
O: -1.012 -1.140 -1.303
N: 0.355 0.618 -0.240
H: -1.195 -0.933 -2.229
H: -0.012 1.570 -0.113
H: 1.091 0.778 -0.835
C: 0.844 0.002 0.994
H: 1.372 0.656 1.665
H: -0.010 -0.438 1.505
C: 1.841 -1.152 0.691
O: 2.818 -1.249 1.369
O: 1.619 -1.939 -0.333
H: 0.750 -1.845 -0.836
O: -2.297 1.655 0.341
H: -2.456 1.723 -0.613
H: -3.151 1.923 0.710

Here are the natural (NBO) charges for atoms 1 to 8, given in e: 0.466 -1.079 -0.784 0.460 0.404 0.374 -0.337 0.221



*2*
This record from the Open Molecules 2025 dataset describes a 3-piece molecular cluster, C2H9NO4 overall. The level of theory is ωB97M-V/def2-TZVPD.

Summary:
Gap between HOMO and LUMO (Ha): 0.386
SMILES string: O=CNCO.O.O

Geometry (Å):
O: 0.637 2.393 0.449
C: 0.516 1.538 -0.377
N: -0.320 0.447 -0.406
C: -0.844 -0.027 0.863
O: -0.155 -1.219 1.278
H: 1.051 1.467 -1.393
H: -0.902 0.308 -1.217
H: -0.630 0.552 1.779
H: -1.928 -0.209 0.828
H: 0.555 -1.417 0.665
O: -2.573 -1.450 -1.782
H: -3.188 -2.141 -1.542
H: -2.107 -1.750 -2.564
O: 2.829 -0.831 0.277
H: 2.873 0.120 0.132
H: 2.911 -0.906 1.233

Here are the natural (NBO) charges for atoms 1 to 8, given in e: -0.560 0.550 -0.679 0.070 -0.753 0.086 0.422 0.196



Which one sits at the bottom of the stability order? *2* does.



*1*
This record from the Open Molecules 2025 dataset describes a 2-piece molecular cluster, C2H2Cl3NS overall. The level of theory is ωB97M-V/def2-TZVPD.

Summary:
Gap between HOMO and LUMO (Ha): 0.339
SMILES string: C#[N+][S-].ClC(Cl)Cl

Geometry (Å):
C: 0.637 -0.220 -0.301
N: 0.649 0.945 -0.390
S: 0.753 2.536 -0.336
H: 0.835 -1.350 -0.140
Cl: -3.396 -1.509 0.383
C: -3.427 0.296 0.353
Cl: -3.815 0.990 -1.225
Cl: -4.581 0.974 1.555
H: -2.454 0.608 0.683

Here are the natural (NBO) charges for atoms 1 to 8, given in e: 0.114 -0.400 -0.001 0.287 -0.006 -0.255 0.037 0.002



*2*
This record from the Open Molecules 2025 dataset describes a 2-piece molecular cluster, C2H2Cl3NS overall. The level of theory is ωB97M-V/def2-TZVPD.

Summary:
Gap between HOMO and LUMO (Ha): 0.337
SMILES string: C#[N+][S-].ClC(Cl)Cl

Geometry (Å):
C: 0.677 1.003 -1.935
N: 1.539 0.225 -1.685
S: 2.722 -0.727 -1.356
H: -0.192 1.547 -2.011
Cl: -2.229 -0.949 2.425
C: -0.938 -0.391 1.280
Cl: -0.678 1.274 1.291
Cl: 0.510 -1.283 1.755
H: -1.411 -0.698 0.236

Here are the natural (NBO) charges for atoms 1 to 8, given in e: 0.094 -0.401 0.061 0.245 -0.022 -0.334 0.070 0.039



Which one sits at the bottom of the stability order? *2* does.



*1*
This record from the Open Molecules 2025 dataset describes a single C6H9Br molecule. The level of theory is ωB97M-V/def2-TZVPD.

Summary:
Gap between HOMO and LUMO (spin up / spin down) (Ha): 0.286 / 0.294

Geometry (Å):
C: 0.401 0.089 -0.321
C: 3.010 -0.816 -0.494
C: -0.861 0.418 -0.061
C: 1.436 -0.812 -0.260
C: -1.449 1.635 -0.664
C: -1.764 -0.320 0.844
Br: 4.122 0.408 0.365
H: 1.739 -1.153 0.751
H: 3.274 -1.840 -0.611
H: 1.118 -1.853 -0.644
H: -2.446 1.325 -1.150
H: -0.828 2.016 -1.411
H: -1.712 2.434 0.134
H: -1.241 -1.253 1.283
H: -2.828 -0.657 0.509
H: -1.968 0.379 1.727

Here are the natural (NBO) charges for atoms 1 to 8, given in e: 0.125 -0.255 -0.097 -0.592 -0.612 -0.648 0.078 0.279



*2*
This record from the Open Molecules 2025 dataset describes a 2-piece molecular cluster, C6H9Br overall. The level of theory is ωB97M-V/def2-TZVPD.

Summary:
Gap between HOMO and LUMO (Ha): 0.360
SMILES string: C=CBr.CC#CC

Geometry (Å):
C: -0.005 -0.821 -3.234
C: -1.308 -0.867 -3.251
Br: -2.300 0.732 -3.172
H: 0.464 0.086 -3.405
H: 0.540 -1.821 -3.227
H: -1.915 -1.772 -3.435
C: -1.102 -1.552 0.382
C: -0.623 -0.237 0.265
C: -0.226 0.918 0.318
C: 0.246 2.245 -0.154
H: -1.703 -1.642 -0.587
H: -1.553 -1.788 1.359
H: -0.396 -2.371 0.079
H: 0.487 2.767 0.816
H: -0.485 2.651 -0.837
H: 1.161 2.055 -0.847

Here are the natural (NBO) charges for atoms 1 to 8, given in e: -0.403 -0.283 0.036 0.212 0.217 0.224 -0.701 -0.031



Which one sits at the bottom of the stability order? *1* does.